[1]
DFT (ωB97M-V/def2-TZVPD) results for 2 unconnected molecules or ions with the total composition C10H19N3O7.

Positions of all 39 atoms, in Å:
N: -3.076 -1.320 -0.817
C: -3.209 -0.452 0.357
C: -2.993 1.040 0.105
C: -1.563 1.354 -0.340
C: -1.346 2.817 -0.639
O: -0.485 3.515 -0.163
O: -2.241 3.282 -1.536
C: -4.585 -0.689 1.009
O: -5.064 0.068 1.814
O: -5.178 -1.821 0.625
H: -2.117 -1.607 -0.973
H: -3.396 -0.844 -1.657
H: -2.476 -0.799 1.100
H: -3.701 1.384 -0.658
H: -3.238 1.578 1.025
H: -0.837 1.072 0.428
H: -1.324 0.795 -1.255
H: -2.031 4.222 -1.663
H: -4.582 -2.208 -0.055
N: 5.784 1.119 0.518
C: 4.438 1.091 0.727
O: 3.876 1.888 1.460
C: 3.691 0.027 -0.064
C: 2.356 -0.309 0.594
C: 1.417 -1.153 -0.270
N: 0.040 -1.230 0.235
C: 1.932 -2.589 -0.486
O: 3.100 -2.870 -0.598
O: 0.964 -3.501 -0.572
H: 6.261 0.388 0.022
H: 6.331 1.783 1.047
H: 3.518 0.434 -1.071
H: 4.292 -0.877 -0.193
H: 2.535 -0.826 1.546
H: 1.854 0.633 0.840
H: 1.363 -0.713 -1.276
H: -0.485 -0.403 -0.023
H: 0.045 -1.269 1.253
H: 0.128 -3.009 -0.397

The calculation puts the HOMO energy at -10.0 eV. As for the spin multiplicity: 1. As for the total energy: -1083.48808 a.u. The SMILES is N[C@@H](CCC(=O)O)C(=O)O.NC(=O)CC[C@H](N)C(=O)O. The gap between HOMO and LUMO comes out at 10.091 eV. The calculation puts the lowest unoccupied orbital energy at 0.005 hartree. The relative energy (zero: lowest compared OMol25 entry of this formula, charge and spin) comes out at 2.8 kcal/mol.

=====

[2]
DFT (ωB97M-V/def2-TZVPD) results for a gas-phase ion, C10H19N4 (charge +1) at a distorted geometry.

Positions of all 33 atoms, in Å:
C: -2.148 -2.055 0.011
C: -2.540 -0.853 -0.458
C: -3.720 -0.674 -1.271
N: -1.794 0.269 -0.044
N: -2.288 1.430 -0.394
C: -1.563 2.392 0.086
C: -0.488 1.821 0.786
C: -0.630 0.428 0.644
N: 0.227 -0.710 1.035
C: 0.743 -0.723 2.431
C: 1.230 -0.957 0.007
N: 1.921 0.332 -0.477
C: 3.151 0.633 0.164
C: 2.100 0.373 -1.906
H: -1.407 -1.942 0.795
H: -2.624 -3.050 -0.194
H: -4.479 -0.243 -0.510
H: -4.170 -1.523 -1.714
H: -3.514 0.118 -2.058
H: -1.783 3.387 -0.023
H: 0.416 2.381 0.931
H: 0.928 -1.814 2.790
H: 1.611 -0.090 2.831
H: -0.281 -0.295 3.011
H: 1.949 -1.547 0.346
H: 0.881 -1.427 -0.823
H: 1.252 1.048 -0.263
H: 3.593 1.669 -0.165
H: 3.055 0.722 1.245
H: 3.864 -0.147 0.022
H: 1.567 -0.400 -2.304
H: 1.797 1.256 -2.457
H: 3.143 0.191 -2.074

The total charge is +1. The calculation puts the HOMO energy at -11.8 eV. As for the spin multiplicity: 1. As for the total energy: -611.07404 a.u. The SMILES is C=C(C)n1nccc1N(C)C[NH+](C)C. The gap between HOMO and LUMO comes out at 9.136 eV. The calculation puts the lowest unoccupied orbital energy at -0.097 hartree. The relative energy (zero: lowest compared OMol25 entry of this formula, charge and spin) comes out at 81.9 kcal/mol.

=====

[3]
DFT (ωB97M-V/def2-TZVPD) results for C10H19NO in the gas phase at a distorted geometry.

Positions of all 31 atoms, in Å:
C: -2.002 2.064 -0.770
C: -1.431 0.687 -1.211
C: -0.606 -0.011 -0.122
C: -1.375 -0.199 1.197
C: -2.754 -0.875 1.069
C: -0.141 -1.320 -0.611
N: 1.116 -1.523 -0.508
O: 1.616 -2.581 -0.830
C: 1.871 -0.373 -0.066
C: 2.505 -0.567 1.276
C: 2.922 0.013 -1.083
C: 0.788 0.703 0.118
H: -1.203 2.723 -0.493
H: -2.678 1.955 0.070
H: -2.502 2.573 -1.595
H: -0.817 0.799 -2.101
H: -2.275 0.093 -1.529
H: -1.528 0.772 1.657
H: -0.791 -0.767 1.900
H: -3.320 -0.907 2.010
H: -2.603 -1.908 0.740
H: -3.365 -0.391 0.325
H: -0.792 -2.104 -0.906
H: 2.962 0.389 1.593
H: 1.789 -0.894 2.041
H: 3.288 -1.320 1.247
H: 2.450 0.320 -2.037
H: 3.558 0.855 -0.699
H: 3.572 -0.859 -1.226
H: 0.815 1.144 1.132
H: 0.931 1.509 -0.590

The calculation puts the HOMO energy at -8.2 eV. As for the spin multiplicity: 1. As for the total energy: -522.35795 a.u. The SMILES is CCC1(CC)C=[N+]([O-])C(C)(C)C1. The gap between HOMO and LUMO comes out at 8.945 eV. The calculation puts the lowest unoccupied orbital energy at 0.028 hartree. The relative energy (zero: lowest compared OMol25 entry of this formula, charge and spin) comes out at 35.7 kcal/mol.

=====

[4]
DFT (ωB97M-V/def2-TZVPD) results for a molecular structure, C10H19NO2 at a distorted geometry.

Positions of all 32 atoms, in Å:
C: 6.430 5.844 5.804
C: 7.374 5.304 4.836
N: 8.192 4.926 4.107
H: 6.653 5.694 6.860
H: 5.487 5.419 5.460
H: 6.557 6.895 5.542
C: 9.280 6.956 -2.007
C: 8.006 6.345 -1.405
C: 8.246 4.810 -1.322
O: 9.579 4.595 -1.756
C: 10.290 5.858 -1.635
H: 9.521 7.916 -1.551
H: 9.278 7.186 -3.072
H: 7.100 6.551 -1.975
H: 7.922 6.753 -0.397
H: 7.672 4.136 -1.957
H: 8.230 4.497 -0.278
H: 11.213 5.804 -2.213
H: 10.614 5.877 -0.595
C: 5.250 6.105 2.396
C: 6.735 6.202 2.352
C: 6.996 6.010 0.838
O: 5.763 5.976 0.085
C: 4.736 5.702 1.008
H: 4.789 6.972 2.867
H: 5.113 5.316 3.135
H: 7.238 5.431 2.935
H: 7.061 7.147 2.787
H: 7.402 5.002 0.753
H: 7.679 6.725 0.380
H: 4.609 4.627 0.876
H: 3.800 6.242 0.865

The calculation puts the HOMO energy at -8.6 eV. As for the spin multiplicity: 1. As for the total energy: -597.41211 a.u. The gap between HOMO and LUMO comes out at 9.181 eV. The calculation puts the lowest unoccupied orbital energy at 0.021 hartree. The relative energy (zero: lowest compared OMol25 entry of this formula, charge and spin) comes out at 144.8 kcal/mol.

=====

[5]
DFT (ωB97M-V/def2-TZVPD) results for a gas-phase ion, C10H19NO3 (charge -2) at a distorted geometry.

Positions of all 33 atoms, in Å:
C: -0.824 2.531 0.512
O: -0.456 2.430 -0.912
C: -1.370 1.552 -1.660
C: -0.781 0.020 -1.684
C: -1.881 -1.142 -1.328
C: -2.307 -1.235 0.252
C: -1.064 -1.163 1.317
C: 0.268 -2.020 0.899
C: 1.552 -1.257 1.653
C: 2.579 -0.548 0.570
N: 2.456 0.975 0.553
C: 3.408 1.592 -0.451
O: 3.637 1.126 -1.689
O: 4.110 2.853 -0.046
H: -1.026 3.656 0.766
H: 0.047 2.063 1.181
H: -1.782 1.866 0.770
H: -1.399 1.958 -2.774
H: -2.476 1.545 -1.273
H: 0.194 -0.009 -1.036
H: -0.438 -0.183 -2.809
H: -2.882 -0.908 -1.931
H: -1.528 -2.203 -1.723
H: -3.015 -2.162 0.391
H: -2.982 -0.274 0.468
H: -0.811 -0.038 1.601
H: -1.466 -1.648 2.331
H: 0.229 -3.129 1.298
H: 0.534 -2.012 -0.241
H: 2.152 -2.077 2.236
H: 1.188 -0.416 2.388
H: 3.690 -0.815 0.898
H: 2.442 -0.928 -0.528

The total charge is -2. The calculation puts the HOMO energy at 1.8 eV. As for the spin multiplicity: 1. As for the total energy: -672.58448 a.u. The SMILES is COCCCCCCCCN=C([O-])[O-]. The gap between HOMO and LUMO comes out at 3.447 eV. The calculation puts the lowest unoccupied orbital energy at 0.192 hartree.

=====

[6]
DFT (ωB97M-V/def2-TZVPD) results for a gas-phase ion, C10H19NP (charge +1) at a distorted geometry.

Positions of all 31 atoms, in Å:
C: -1.705 -3.029 1.048
C: -0.465 -2.154 1.341
N: -0.152 -1.336 0.186
C: 0.852 -0.241 0.319
C: 2.236 -0.831 -0.129
C: 2.869 -0.210 -1.355
C: 2.227 0.715 -2.097
C: 0.956 1.197 -1.682
C: 0.366 0.936 -0.516
P: -1.358 1.256 -0.240
C: -1.291 1.817 1.543
C: -1.546 2.901 -1.030
H: -1.553 -4.118 1.376
H: -2.598 -2.554 1.373
H: -1.812 -3.078 -0.055
H: 0.470 -2.821 1.523
H: -0.511 -1.582 2.308
H: -0.998 -0.711 -0.182
H: 0.004 -1.988 -0.582
H: 0.775 0.269 1.319
H: 1.936 -1.869 -0.453
H: 2.897 -0.852 0.763
H: 3.873 -0.445 -1.720
H: 2.710 1.022 -3.037
H: 0.797 2.166 -2.196
H: -2.126 2.508 1.709
H: -0.312 2.144 1.581
H: -1.147 1.044 2.323
H: -2.583 3.259 -0.765
H: -1.711 2.860 -2.147
H: -1.100 3.725 -0.527

The total charge is +1. The calculation puts the HOMO energy at -11.7 eV. As for the spin multiplicity: 1. As for the total energy: -788.18961 a.u. The SMILES is CC[NH2+][C@H]1CC=CC=C1P(C)C. The gap between HOMO and LUMO comes out at 8.506 eV. The calculation puts the lowest unoccupied orbital energy at -0.119 hartree. The relative energy (zero: lowest compared OMol25 entry of this formula, charge and spin) comes out at 21.9 kcal/mol.

=====

[7]
DFT (ωB97M-V/def2-TZVPD) results for 2 unconnected molecules or ions with the total composition C10H20 at a distorted geometry.

Positions of all 30 atoms, in Å:
C: 2.570 5.027 1.691
C: 1.282 5.037 2.564
C: 0.246 4.149 2.471
C: -0.936 4.165 3.437
C: 0.114 3.008 1.442
H: 3.481 4.988 2.311
H: 2.512 6.019 1.212
H: 2.649 4.260 0.902
H: 1.303 5.688 3.448
H: -0.810 3.431 4.250
H: -1.762 3.832 2.787
H: -1.206 5.138 3.880
H: 1.165 2.753 1.223
H: -0.398 3.233 0.491
H: -0.371 2.132 1.905
C: 1.255 -3.309 -2.851
C: -0.163 -3.851 -3.077
C: -1.124 -4.351 -2.218
C: -2.483 -4.844 -2.792
C: -0.827 -4.611 -0.703
H: 1.238 -2.301 -3.298
H: 2.008 -3.916 -3.382
H: 1.557 -3.220 -1.794
H: -0.456 -3.921 -4.133
H: -2.454 -4.948 -3.890
H: -3.077 -3.950 -2.539
H: -2.983 -5.731 -2.368
H: -0.119 -5.421 -0.460
H: -1.787 -4.823 -0.203
H: -0.426 -3.663 -0.307

The calculation puts the HOMO energy at -8.6 eV. As for the spin multiplicity: 1. As for the total energy: -392.94102 a.u. The SMILES is CC=C(C)C.CC=C(C)C. The gap between HOMO and LUMO comes out at 9.554 eV. The calculation puts the lowest unoccupied orbital energy at 0.035 hartree. The relative energy (zero: lowest compared OMol25 entry of this formula, charge and spin) comes out at 48.7 kcal/mol.

=====

[8]
DFT (ωB97M-V/def2-TZVPD) results for a gas-phase ion, C10H20BI2N2O (charge +1).

Positions of all 36 atoms, in Å:
C: 3.476 0.680 1.095
C: 2.362 0.640 0.032
C: 2.595 -0.449 -1.026
C: 2.328 -1.868 -0.524
N: 0.943 -2.358 -0.678
N: -0.013 -1.649 0.033
C: -0.254 -1.807 1.287
I: 0.690 -3.191 2.441
C: -1.346 -0.905 1.757
I: -0.791 0.152 3.538
C: -1.849 -0.170 0.485
B: -1.810 1.432 0.245
O: -1.163 2.291 1.071
C: -2.442 1.972 -1.092
C: -3.856 1.428 -1.367
C: -0.864 -0.642 -0.620
H: 3.141 0.298 2.059
H: 4.357 0.119 0.780
H: 3.803 1.705 1.272
H: 1.410 0.466 0.545
H: 2.284 1.605 -0.468
H: 3.638 -0.398 -1.348
H: 2.002 -0.255 -1.926
H: 2.931 -2.595 -1.067
H: 2.610 -1.962 0.525
H: 0.650 -2.395 -1.647
H: -2.133 -1.559 2.132
H: -2.839 -0.571 0.272
H: -1.344 2.246 2.013
H: -1.811 1.724 -1.955
H: -2.473 3.060 -1.030
H: -4.557 1.706 -0.579
H: -4.247 1.845 -2.295
H: -3.874 0.342 -1.483
H: -0.205 0.148 -0.988
H: -1.350 -1.087 -1.490

The total charge is +1. The calculation puts the HOMO energy at -13.0 eV. As for the spin multiplicity: 1. As for the total energy: -1197.79293 a.u. The SMILES is CCCCN[N+]1=C(I)[C@@H](I)[C@@H](B(O)CC)C1. The gap between HOMO and LUMO comes out at 8.727 eV. The calculation puts the lowest unoccupied orbital energy at -0.156 hartree. The relative energy (zero: lowest compared OMol25 entry of this formula, charge and spin) comes out at 0.0 kcal/mol.